# C3H5NO2

The molecule C3H5NO2 (ωB97M-V with the def2-TZVPD basis set, the Open Molecules 2025 dataset).

Computed properties:
* frontier orbital gap: 11.34 eV
* E_HOMO: -0.38444 hartree
* SMILES: C/N=C\OC=O
* charge: 0
* LUMO level: 0.882 eV
* ΔE to the lowest compared entry with this formula, charge and spin: 32.7 kcal/mol

```
11
C3H5NO2 (ωB97M-V with the def2-TZVPD basis set)
C -1.48 -0.40 -0.70
N -1.26 0.67 0.27
C -0.08 1.02 0.51
O 1.02 0.52 -0.21
C 1.91 -0.27 0.43
O 1.97 -0.47 1.61
H -2.43 -0.25 -1.23
H -1.54 -1.34 -0.15
H -0.66 -0.47 -1.42
H 0.16 1.77 1.26
H 2.56 -0.74 -0.32
```

# C45H39N10RbS3

A structure of composition C45H39N10RbS3 (ωB97M-V with the def2-TZVPD basis set, the Open Molecules 2025 dataset).

Computed properties:
* frontier orbital gap: 4.19 eV
* E_HOMO: -0.04808 hartree
* charge: -2
* LUMO level: 2.886 eV
* ΔE to the lowest compared entry with this formula, charge and spin: 42.2 kcal/mol

```
98
C45H39N10RbS3 (ωB97M-V with the def2-TZVPD basis set)
Rb -0.31 0.47 0.34
C -3.49 -1.79 -1.43
N -2.10 -1.76 -1.87
C -1.94 -1.19 -3.21
C -1.87 0.32 -3.26
C -2.82 1.08 -3.92
C -2.65 2.46 -3.98
C -1.55 3.03 -3.38
C -0.65 2.19 -2.74
N -0.80 0.87 -2.68
C -1.51 -3.08 -1.77
C -1.41 -3.56 -0.33
C -1.70 -4.87 0.02
C -1.53 -5.26 1.34
C -1.06 -4.34 2.26
C -0.79 -3.05 1.82
N -0.97 -2.67 0.56
C -4.11 -0.43 -1.30
C -5.30 -0.10 -1.94
C -5.80 1.18 -1.80
C -5.10 2.09 -1.02
C -3.94 1.67 -0.38
N -3.46 0.43 -0.52
H -3.50 -2.26 -0.44
H -4.10 -2.41 -2.10
H -2.73 -1.55 -3.89
H -0.98 -1.55 -3.59
H -3.68 0.60 -4.37
H -3.39 3.09 -4.47
H -1.38 4.10 -3.38
H 0.24 2.59 -2.26
H -0.49 -3.02 -2.17
H -2.05 -3.83 -2.36
H -2.06 -5.56 -0.73
H -1.74 -6.28 1.64
H -0.88 -4.61 3.29
H -0.37 -2.28 2.48
H -5.80 -0.84 -2.55
H -6.71 1.47 -2.30
H -5.43 3.12 -0.90
H -3.37 2.35 0.24
S -1.70 4.13 -0.35
C -0.69 5.25 0.51
S 0.19 4.81 1.91
C -0.57 6.55 -0.04
C -1.20 6.91 -1.27
N -1.67 7.26 -2.27
C 0.21 7.59 0.57
N 0.79 8.46 1.05
N 1.97 -2.19 -0.07
C 2.32 -3.11 0.91
C 2.19 -4.48 0.68
C 2.63 -5.40 1.62
C 3.21 -4.96 2.80
C 3.32 -3.59 3.03
C 2.86 -2.64 2.12
C 2.90 -1.18 2.44
C 4.14 -0.55 2.61
C 4.19 0.79 2.96
C 3.01 1.48 3.19
C 1.78 0.83 3.04
C 1.66 -0.51 2.62
H 1.95 -1.23 0.25
H 1.24 -2.43 -0.71
H 1.75 -4.81 -0.26
H 2.51 -6.46 1.43
H 3.56 -5.67 3.54
H 3.74 -3.23 3.96
H 5.06 -1.11 2.46
H 5.15 1.30 3.06
H 3.03 2.53 3.48
H 0.88 1.39 3.29
C -2.65 1.54 5.34
C -3.02 0.31 4.81
C -2.87 0.12 3.45
N -2.39 1.05 2.63
C -2.03 2.23 3.14
C -2.15 2.51 4.50
H -2.75 1.72 6.41
H -3.42 -0.48 5.43
H -3.14 -0.83 2.99
H -1.63 2.98 2.46
H -1.83 3.48 4.86
N 7.01 1.92 -2.70
C 6.28 0.95 -3.29
S 6.89 0.08 -4.55
C 4.92 0.72 -2.70
C 4.03 -0.15 -3.31
C 2.77 -0.31 -2.76
N 2.36 0.32 -1.66
C 3.23 1.14 -1.06
C 4.51 1.36 -1.55
H 7.85 2.18 -3.19
H 6.53 2.65 -2.21
H 4.31 -0.68 -4.20
H 2.04 -0.97 -3.22
H 2.89 1.62 -0.15
H 5.15 2.02 -0.98
```

# C23H26F4MoNO4SeSi2

A structure of composition C23H26F4MoNO4SeSi2 (ωB97M-V with the def2-TZVPD basis set, the Open Molecules 2025 dataset).

Computed properties:
* frontier orbital gap (alpha / beta): 7.80 / 7.81 eV
* E_HOMO (alpha / beta): -0.41666 / -0.41672 hartree
* charge: +1
* LUMO level (alpha / beta): -3.538 / -3.526 eV

```
62
C23H26F4MoNO4SeSi2 (ωB97M-V with the def2-TZVPD basis set)
Mo 0.18 0.21 0.56
C 3.86 0.59 0.12
Si 2.25 1.51 0.29
C 2.44 2.98 1.42
C -0.30 3.89 -1.39
C 0.18 5.00 -2.09
C -0.26 6.26 -1.71
C -1.14 6.37 -0.65
C -1.60 5.24 0.01
C -1.21 3.95 -0.33
Si -2.12 2.56 0.62
C -2.91 3.30 2.13
C -3.36 1.73 -0.47
H 4.66 1.27 -0.18
H 3.80 -0.20 -0.63
H 4.14 0.14 1.07
H 3.19 3.67 1.02
H 2.77 2.67 2.42
H 1.50 3.53 1.53
H 0.86 4.87 -2.92
H 0.10 7.13 -2.24
H -1.49 7.35 -0.34
H -2.30 5.39 0.82
H -3.74 3.97 1.89
H -2.19 3.85 2.74
H -3.31 2.49 2.73
H -4.08 2.46 -0.84
H -3.90 0.97 0.09
H -2.88 1.25 -1.33
O 0.65 2.26 -3.60
Se 0.50 2.28 -2.02
O 2.04 2.25 -1.30
O -1.02 1.44 1.22
O -0.33 1.00 -1.36
F 1.12 -1.83 7.29
C -0.10 -1.55 6.79
F -0.88 -2.61 6.99
F -0.60 -0.52 7.50
C 0.01 -1.19 5.33
C 0.57 0.03 4.96
C 0.68 0.32 3.62
N 0.25 -0.51 2.66
C -0.30 -1.68 3.02
C -0.43 -2.06 4.35
H 0.92 0.73 5.70
H 1.11 1.25 3.28
H -0.64 -2.33 2.23
H -0.88 -3.01 4.59
F -0.47 -7.08 -0.40
C -0.20 -5.77 -0.31
C -0.90 -4.90 -1.12
C -0.62 -3.55 -1.04
C 0.35 -3.08 -0.15
C 0.60 -1.64 -0.03
C 1.04 -3.99 0.65
C 0.77 -5.35 0.57
H -1.65 -5.28 -1.81
H -1.16 -2.85 -1.66
H 0.74 -1.10 -1.01
H 1.55 -1.38 0.55
H 1.81 -3.64 1.33
H 1.30 -6.07 1.18
```

# C43H36N3O3PPt

A structure of composition C43H36N3O3PPt (ωB97M-V with the def2-TZVPD basis set, the Open Molecules 2025 dataset).

Computed properties:
* frontier orbital gap: 6.82 eV
* E_HOMO: -0.25343 hartree
* charge: 0
* LUMO level: -0.074 eV
* ΔE to the lowest compared entry with this formula, charge and spin: 22.8 kcal/mol

```
87
C43H36N3O3PPt (ωB97M-V with the def2-TZVPD basis set)
Pt -1.39 -0.55 1.01
N -2.53 -2.14 2.03
C -3.84 -2.38 1.48
C -4.15 -3.66 1.09
C -5.38 -4.00 0.51
C -6.33 -3.04 0.33
C -6.06 -1.70 0.72
C -7.00 -0.67 0.52
C -6.70 0.61 0.87
C -5.42 0.85 1.43
N -4.53 -0.07 1.64
C -4.81 -1.35 1.29
H -2.06 -3.04 2.03
H -2.55 -1.76 2.98
H -3.41 -4.44 1.23
H -5.57 -5.02 0.22
H -7.29 -3.27 -0.11
H -7.96 -0.92 0.08
H -7.39 1.42 0.72
H -5.14 1.87 1.69
O -2.15 0.13 3.62
C -1.95 0.60 2.51
C -1.85 2.11 2.39
C -2.14 2.95 3.45
C -1.88 4.31 3.33
C -1.31 4.82 2.16
C -1.03 3.98 1.09
C -1.33 2.62 1.21
P -1.18 1.35 -0.07
C -2.69 1.57 -1.07
C -3.20 2.83 -1.35
C -4.38 2.97 -2.08
C -5.05 1.84 -2.53
C -4.53 0.58 -2.27
C -3.36 0.44 -1.54
C 0.19 1.72 -1.19
C 0.02 1.75 -2.57
C 1.12 1.87 -3.40
C 2.39 1.97 -2.86
C 2.57 1.95 -1.48
C 1.47 1.82 -0.65
H -2.54 2.53 4.37
H -2.09 4.98 4.15
H -1.09 5.87 2.09
H -0.58 4.37 0.19
H -2.70 3.72 -0.99
H -4.77 3.95 -2.29
H -5.96 1.94 -3.10
H -5.05 -0.31 -2.62
H -2.97 -0.54 -1.31
H -0.97 1.65 -3.00
H 0.98 1.88 -4.48
H 3.25 2.06 -3.51
H 3.56 2.01 -1.06
H 1.61 1.74 0.43
C 7.80 -0.18 2.64
C 7.16 -1.02 1.56
C 7.88 -2.09 1.02
C 7.31 -2.89 0.05
C 6.03 -2.65 -0.41
C 5.31 -1.57 0.10
N 4.00 -1.28 -0.28
C 3.32 -1.72 -1.41
C 3.98 -1.95 -2.62
C 3.29 -2.37 -3.74
C 1.91 -2.57 -3.69
C 1.24 -2.30 -2.51
C 1.91 -1.87 -1.37
C 1.10 -1.49 -0.15
O -0.16 -1.78 -0.24
O 1.63 -0.91 0.80
C 5.87 -0.75 1.10
C 5.06 0.38 1.66
H 8.77 -0.59 2.92
H 7.18 -0.14 3.53
H 7.96 0.85 2.30
H 8.88 -2.29 1.38
H 7.87 -3.74 -0.35
H 5.57 -3.31 -1.13
H 3.35 -1.00 0.45
H 5.04 -1.77 -2.68
H 3.83 -2.54 -4.66
H 1.37 -2.90 -4.57
H 0.17 -2.41 -2.44
H 4.61 0.96 0.85
H 5.66 1.05 2.27
H 4.23 0.02 2.27
```

# C24H31N3O4

A structure of composition C24H31N3O4 in a non-equilibrium geometry (ωB97M-V with the def2-TZVPD basis set, the Open Molecules 2025 dataset).

Computed properties:
* frontier orbital gap: 6.98 eV
* E_HOMO: -0.25651 hartree
* charge: 0
* LUMO level: -0.003 eV
* ΔE to the lowest compared entry with this formula, charge and spin: 458.5 kcal/mol

```
62
C24H31N3O4 (ωB97M-V with the def2-TZVPD basis set)
C -4.98 -1.13 1.20
C -3.55 -0.74 1.75
H -3.14 -1.47 2.30
H -3.78 0.09 2.40
O -2.68 -0.64 0.63
C -2.86 0.55 0.03
C -3.72 1.60 0.42
C -3.69 2.84 -0.72
C -2.95 2.87 -1.84
C -2.05 1.73 -2.04
C -2.07 0.87 -1.17
C -1.19 -0.33 -1.72
O -0.79 -0.77 -2.90
N -0.49 -1.06 -0.59
H -0.87 -1.06 0.18
C 0.18 -2.37 -0.78
C 1.77 -2.38 -0.46
O 2.40 -3.25 -0.27
N 2.25 -0.83 -0.47
C 3.40 -0.38 -0.10
C 4.53 -1.21 -0.36
C 5.70 -0.52 0.01
C 5.93 0.87 0.07
C 4.73 1.59 0.26
C 3.53 1.13 -0.25
N 2.41 1.72 0.06
C 2.35 2.88 -0.41
H 2.86 3.25 -1.42
C 0.81 3.51 -0.41
H 0.88 4.54 -0.77
O 0.26 3.61 0.69
C 0.23 2.16 1.13
H -0.19 2.28 2.25
C 1.66 1.52 1.36
H 1.63 0.55 1.74
H 2.28 2.46 2.15
H -0.29 1.53 0.42
H 0.35 2.93 -0.97
H 2.86 3.78 0.29
H 4.77 2.73 0.32
H 6.99 1.14 0.25
H 6.57 -1.16 0.05
H 4.38 -2.31 -0.38
H 1.41 -0.35 -0.55
H 0.13 -2.40 -2.07
C -0.22 -3.66 -0.27
C -1.70 -3.93 -0.76
H -2.07 -4.88 -0.34
H -2.41 -2.90 -0.64
H -1.90 -3.85 -1.83
C -0.36 -3.44 1.22
H -0.73 -4.38 1.64
H -0.86 -2.63 1.51
H 0.68 -3.39 1.74
H 0.38 -4.50 -0.42
H -1.44 1.85 -2.72
H -2.96 3.64 -2.48
H -4.39 3.66 -0.29
H -4.22 1.83 1.16
H -5.29 -0.34 0.81
H -4.83 -2.07 0.39
H -5.70 -1.39 1.99
```

Quick rundown of DFT total energy, same order as above: -8776.278; -95361.354; -127775.736; -68327.125; -38033.466 eV